(1)
22
Properties=species:S:1:pos:R:3:forces:R:3:lowdin_spin:R:1 method="wB97M-V/def2-TZVPD" homo_ev="-0.97 / -6.09" multiplicity=3 lumo_ev="3.80 / 1.74" charge=-1 gap_ha="0.1752 / 0.2881" s2=2.0082 e_tot_ha=-894.1639
C 1.464436 -0.519293 0.427780 -0.639 0.508 -3.675 0.618
C 2.542928 1.390815 -0.870588 0.525 -1.045 1.257 0.042
C 2.474263 -0.101415 -0.598531 -0.334 -0.143 1.896 0.128
C -2.977427 0.207961 0.139304 -0.913 1.335 2.229 0.001
C -1.955988 -0.245419 1.234439 -0.542 1.404 -0.820 0.003
N 1.598267 -0.444121 1.681134 -1.245 0.107 2.956 0.747
O 0.266308 -2.671868 -0.739540 0.208 -1.224 -0.350 0.123
O -0.660477 -0.385529 -1.488620 -0.286 0.799 -0.952 0.081
O -2.673960 1.180600 -0.814684 1.143 0.181 0.204 0.001
O -1.177736 -1.343334 0.822599 0.446 -0.258 0.230 0.025
P -0.156065 -1.304008 -0.456755 0.816 0.700 2.379 0.134
H 1.683339 1.774250 -1.327911 -1.495 0.470 -0.376 0.002
H 3.365215 1.702046 -1.432346 1.597 0.065 -1.509 0.008
H 2.761320 1.839571 0.065673 -0.409 0.809 1.098 0.003
H 3.384803 -0.524113 -0.132967 0.274 0.260 -0.958 0.022
H 2.080113 -0.643860 -1.386333 0.449 -1.026 -2.457 0.005
H -3.699434 0.755008 0.758872 -0.745 -0.743 -0.071 0.000
H -3.338551 -0.603893 -0.426662 -0.929 -1.577 0.033 0.000
H -2.541278 -0.572659 2.168362 0.979 0.540 -1.339 0.001
H -1.375958 0.723847 1.394932 -0.153 -1.351 0.376 0.002
H 0.873617 -0.913514 2.202808 0.409 -0.323 0.957 0.053
H -1.937743 0.698928 -1.220965 0.844 0.512 -1.108 0.000

---

(2)
10
Properties=species:S:1:pos:R:3:forces:R:3:lowdin_spin:R:1 method="wB97M-V/def2-TZVPD" homo_ev="-11.99 / -12.78" multiplicity=2 lumo_ev="-5.47 / -5.97" charge=+1 gap_ha="0.2399 / 0.2504" s2=0.7508 de_lowest_kcal_mol=77.0 e_tot_ha=-379.7291
O -1.456105 1.103602 -1.296168 0.052 -0.530 2.235 0.000
O 2.160018 -0.604517 -1.150328 2.043 0.266 -0.010 0.065
C 1.403419 -0.444757 -0.172879 2.446 -0.189 -0.116 0.035
O 0.235367 -1.076623 -0.244621 0.671 2.754 0.952 0.004
C -0.586961 -0.205469 0.540123 -2.497 1.719 1.704 0.000
H -1.033180 -0.785139 1.359534 0.156 0.235 -0.287 0.000
C -1.648385 0.531294 -0.229605 -1.198 -1.726 -3.539 0.000
H -0.315123 0.866986 0.964015 1.504 -2.360 -0.138 0.000
H -2.676797 0.260651 0.103067 0.100 0.981 0.249 0.000
Y 3.917745 0.353976 0.126860 -3.277 -1.150 -1.050 0.895

---

(3)
42
Properties=species:S:1:pos:R:3:forces:R:3:lowdin_charge:R:1 method="wB97M-V/def2-TZVPD" homo_ev=-18.64 lumo_ev=-14.76 charge=+3 gap_ha=0.1427 e_tot_ha=-1419.6408
C 2.171795 -1.043465 2.399555 -1.494 1.248 0.104 -0.118
C 2.505050 -2.068818 1.186893 1.365 -2.042 -1.792 -0.232
C 2.209207 -3.642144 1.493095 1.014 1.399 -0.568 0.010
N 2.961239 -1.664929 -0.018083 -5.360 -0.667 2.409 0.168
C 1.737822 -1.106045 -0.689176 -0.332 3.359 0.104 -0.058
C 1.523625 0.330335 -0.862837 -0.324 -1.622 0.252 0.026
C 2.586322 1.411944 -0.342207 -0.271 -0.144 -0.765 -0.062
C 2.024057 2.914358 -0.261520 0.597 0.612 1.394 -0.282
C 1.069267 3.132365 1.025800 0.748 0.550 -0.696 -0.040
F 3.192907 3.764732 -0.033262 -1.884 -1.770 -0.379 -0.058
C 0.127402 0.763759 -1.574477 0.645 1.588 -2.054 -0.190
O 0.033531 1.663519 -2.440734 0.025 -3.771 3.890 0.161
C -1.157505 -0.112277 -1.096913 -1.039 -0.101 0.278 0.113
C -2.583402 0.530654 -0.786983 1.506 -0.130 0.820 -0.084
C -3.544722 0.706842 -2.071287 -1.055 0.747 0.012 0.002
C -4.813013 1.583649 -1.550219 -1.205 1.096 0.831 -0.354
F -5.230327 1.138368 -0.237191 1.037 0.900 -3.292 0.046
F -5.926060 1.490906 -2.416147 3.316 0.311 2.404 0.112
F -4.449663 2.968557 -1.365561 -0.907 -3.716 -0.695 0.062
C -0.938747 -1.559124 -0.916632 0.222 -0.579 -0.254 0.150
C -2.042568 -2.576321 -0.416683 -2.208 -2.435 -0.205 -0.416
O -2.192339 -2.672168 0.852509 0.805 0.547 -4.605 0.176
O -2.800585 -3.379619 -1.261810 4.121 4.531 3.959 0.230
C 0.563596 -2.099436 -1.220502 1.300 -2.757 -1.744 -0.184
O 0.808839 -3.161650 -1.840030 -1.382 4.578 3.049 0.167
H 1.595088 -0.119183 1.996013 1.187 -1.273 0.577 0.100
H 1.409372 -1.593415 3.110231 0.385 -0.257 -1.143 -0.038
H 3.090935 -0.727720 3.031433 -0.665 -0.491 -1.106 0.102
H 2.685318 -4.223397 0.614352 -0.780 0.835 1.623 0.133
H 1.053865 -3.752476 1.429997 1.773 0.235 0.209 0.120
H 2.618232 -3.949808 2.516418 -0.700 0.202 -1.448 0.098
H 3.498486 1.430040 -1.053610 -1.416 -0.215 0.927 0.173
H 2.988192 1.042082 0.678601 -0.641 0.774 -1.637 0.112
H 1.543139 3.303952 -1.222004 0.706 -0.785 1.324 0.159
H 1.128215 4.258696 1.276937 -0.403 -1.845 -0.460 0.118
H -0.004739 2.821839 0.767683 1.483 0.470 0.590 0.077
H 1.494699 2.583327 1.950293 -0.694 0.631 -1.460 0.066
H -2.382001 1.566118 -0.297250 -0.333 -1.494 -1.127 0.159
H -3.083962 -0.109694 0.024157 0.611 0.748 -1.403 0.140
H -3.014557 1.288796 -2.900201 -0.852 -0.820 1.165 0.153
H -3.972380 -0.281651 -2.460566 0.807 1.345 0.648 0.155
Zr 1.516374 -0.851499 4.981917 0.294 0.205 0.266 1.827

---

(4)
53
Properties=species:S:1:pos:R:3:forces:R:3:lowdin_charge:R:1 method="wB97M-V/def2-TZVPD" homo_ev=-9.50 lumo_ev=-0.15 charge=0 gap_ha=0.3435 de_lowest_kcal_mol=123.8 e_tot_ha=-1318.3246
N 0.036112 -0.524095 -0.653553 -0.944 -0.658 -0.007 -0.058
C 0.011776 -1.730070 -1.536105 2.743 -0.093 -0.228 -0.163
C -0.107298 -1.288864 -3.046483 -1.314 0.280 1.841 -0.110
C -0.122687 0.316114 -2.912626 3.642 -1.440 -0.921 -0.086
C -0.054316 0.748772 -1.387790 -0.886 -0.912 -0.513 -0.220
C 1.270683 1.386935 -1.014297 1.973 1.940 -1.654 -0.473
O 2.161731 0.658666 -0.273000 -2.093 -0.954 0.496 0.017
O 1.616234 2.486754 -1.468962 -0.475 -1.897 0.944 0.039
H -0.750709 -0.544668 -0.048014 -0.609 -0.378 0.444 0.059
H 1.069372 -2.169352 -1.367068 -1.702 0.236 -0.585 0.098
H -0.688553 -2.489340 -1.189462 -0.098 0.327 -0.102 0.100
H -1.031656 -1.750517 -3.473807 0.377 0.881 0.373 0.104
H 0.684779 -1.755423 -3.643151 0.175 0.707 0.211 0.095
H 0.873263 0.656692 -3.337486 -0.810 -0.534 0.518 0.115
H -0.710663 0.762090 -3.674906 -1.450 0.651 0.366 0.076
H -0.934020 1.453663 -1.097489 1.745 -1.750 -0.393 0.122
H -1.275179 -0.638365 4.717953 -0.788 -1.089 0.178 0.004
H 1.609899 -0.230339 0.075865 0.519 2.515 -1.625 0.151
H 2.377453 0.255839 2.202761 0.623 -1.954 0.377 0.082
O 2.578205 -0.732321 2.265555 0.176 1.374 1.393 -0.106
H -1.569783 3.220710 -1.235099 -1.545 0.065 -0.158 0.027
H -2.398212 2.553971 -2.287289 0.166 -1.633 -2.584 -0.018
O -2.505075 3.113339 -1.570849 1.149 1.631 2.743 -0.043
H -3.879960 1.288355 2.419775 -0.271 -0.037 -0.176 0.079
H -4.096830 0.210147 1.327537 -1.897 -0.268 -1.822 0.014
O -3.575387 0.459529 2.042426 1.461 0.753 2.297 -0.016
H 2.174323 4.100159 0.401355 0.061 2.430 -3.193 -0.021
H 2.094162 2.694295 0.736817 0.048 -0.657 -0.305 -0.023
O 2.163463 3.557455 1.118490 0.361 -1.499 3.866 -0.012
H -0.666916 2.034654 1.030892 1.049 2.297 -2.800 0.160
H -0.605944 3.465850 1.148196 0.569 0.800 -0.756 0.076
O -0.379099 2.872708 0.405139 -2.134 -2.875 4.096 -0.108
H 3.284606 -1.792400 -0.926732 -0.728 1.983 -1.029 -0.017
H 4.038252 -2.159218 0.346019 -0.071 0.297 -0.007 0.041
O 3.651399 -2.501867 -0.463970 0.619 -2.208 1.150 -0.019
H -2.744083 -1.190628 2.733283 0.962 -0.479 0.303 0.039
H -1.270098 -2.091716 2.716671 -1.790 1.198 -0.387 0.064
O -1.936522 -1.478340 2.265936 1.236 -1.027 -0.183 -0.113
H 0.441308 -3.421160 2.542529 -0.355 -0.992 -0.137 0.008
H 1.191111 -2.197101 2.252506 0.035 0.178 1.004 0.016
O 0.834531 -2.699056 3.021211 0.021 0.675 -0.875 -0.067
H 1.410527 -3.523735 0.305560 -1.869 -1.153 -0.532 0.069
H 0.861246 -4.912610 0.520204 0.345 -1.628 0.404 0.020
O 0.554712 -4.079916 0.223223 1.758 2.567 0.223 -0.067
H -2.670300 -0.669365 0.477909 0.291 -0.172 -0.114 0.010
H -2.941341 0.527680 -0.376683 -0.895 3.440 0.079 -0.013
O -2.689190 -0.342266 -0.433319 0.376 -3.369 -0.143 -0.007
H 0.812909 2.936172 -4.272246 0.917 0.162 0.015 0.024
H 0.244270 3.286157 -2.786336 0.065 -1.100 -3.242 0.092
O 0.015638 2.979513 -3.764843 -0.927 1.367 2.992 -0.103
H 2.834780 -0.934783 3.222570 -0.691 0.676 -1.923 0.101
H -0.592421 -0.177144 3.376225 -0.550 -0.186 1.484 0.026
O -0.700477 -0.001574 4.344967 1.427 1.514 -1.404 -0.066

---

Question: What is the charge in the third record?
Answer: +3

---

Question: What is the charge in the fourth record?
Answer: 0

---

Question: Which of these has the lowest charge?
Answer: C5H11NO4P

---

Question: Which of these has the highest charge?
Answer: C16H16F4NO4Zr